1.
{
  "formula": "CHMgOTl",
  "method": "wB97M-V/def2-TZVPD",
  "homo_ev": -5.8,
  "orbital_gap_ha": 0.1743,
  "total_energy_ev": -13234.39670,
  "elements": ["H", "Mg", "O", "C", "Tl"],
  "xyz": [[0.9161, -1.5550, -1.3041], [2.1141, -0.0093, 0.0543], [-0.9572, -0.8231, -1.7925], [0.0908, -0.4797, -2.2551], [-1.2606, -2.4627, 0.0042]],
  "lowdin_charge": [-0.195, 0.191, -0.522, -0.191, 0.718]
}


2.
{
  "formula": "CHN2O2P",
  "method": "wB97M-V/def2-TZVPD",
  "homo_ev": [-10.5, -10.5],
  "orbital_gap_ha": [0.3025, 0.3024],
  "total_energy_ev": -17410.45109,
  "elements": ["C", "N", "N", "O", "O", "P", "H"],
  "xyz": [[-0.8145, 0.2135, 1.9026], [-1.1395, 1.1792, 2.5079], [1.3140, -1.4109, 1.6647], [1.5212, -2.3938, 2.3317], [2.0248, -0.4980, 1.2198], [-0.4650, -1.2781, 1.0266], [0.3361, -0.0668, -0.6310]],
  "lowdin_charge": [-0.569, 0.098, -0.604, 0.013, -0.060, 0.975, 0.147]
}


3.
{
  "formula": "CHN2O5",
  "method": "wB97M-V/def2-TZVPD",
  "smiles": "O=C([O-])N(O)[N+](=O)[O-]",
  "homo_ev": -5.1,
  "total_charge": -1,
  "orbital_gap_ha": 0.3361,
  "total_energy_ev": -14268.22518,
  "elements": ["O", "C", "O", "N", "O", "N", "O", "O", "H"],
  "xyz": [[-0.0223, -0.6476, -2.1455], [-0.5342, 0.1841, -1.4434], [-1.4558, 0.9796, -1.4096], [0.1753, 0.1298, 0.1795], [-0.5738, 0.8878, 1.1410], [1.0152, -0.6537, 0.8213], [1.7126, -1.4095, 0.1740], [1.1125, -0.4991, 2.0317], [-1.4295, 1.0287, 0.6511]],
  "lowdin_charge": [0.054, -0.589, 0.016, -0.007, -0.053, -0.500, 0.001, -0.010, 0.089]
}


4.
{
  "formula": "CHN2OS",
  "method": "wB97M-V/def2-TZVPD",
  "homo_ev": [-1.2, -1.2],
  "total_charge": -1,
  "orbital_gap_ha": [0.1821, 0.1820],
  "total_energy_ev": -16914.49884,
  "elements": ["C", "N", "N", "O", "S", "H"],
  "xyz": [[1.0778, -0.8130, -0.7325], [-1.2129, 0.5952, 0.6358], [-0.0292, 0.9286, 0.6658], [2.1238, -0.4025, -1.1487], [-0.1988, -1.6483, -0.4998], [-1.7608, 1.3399, 1.0794]],
  "lowdin_charge": [-0.968, -0.291, -0.232, -0.056, 0.599, -0.052]
}


5.
{
  "formula": "CHN2OS",
  "method": "wB97M-V/def2-TZVPD",
  "smiles": "N#CN([O-])S",
  "homo_ev": -3.7,
  "total_charge": -1,
  "orbital_gap_ha": 0.2625,
  "total_energy_ev": -16913.18743,
  "elements": ["N", "C", "N", "O", "S", "H"],
  "xyz": [[-1.9112, 0.6973, 0.8007], [-0.9851, 0.2891, 0.2434], [-0.1415, -0.0923, -0.6496], [0.0456, -1.6019, -0.1468], [1.4461, 0.6506, -0.7634], [1.5461, 0.0572, 0.5157]],
  "lowdin_charge": [0.080, -0.576, -0.582, -0.442, 0.617, -0.098]
}


6.
{
  "formula": "CHN3O2",
  "method": "wB97M-V/def2-TZVPD",
  "smiles": "N#[N+][O-].N=C=O",
  "homo_ev": -11.2,
  "orbital_gap_ha": 0.4378,
  "total_energy_ev": -9616.44684,
  "elements": ["N", "N", "O", "N", "C", "O", "H"],
  "xyz": [[-1.4249, -0.4256, 0.3746], [-1.9217, 0.4359, -0.0886], [-2.4900, 1.3466, -0.4817], [1.2777, 0.2555, 0.4503], [1.3641, -0.7470, -0.1914], [1.1791, -1.6881, -0.8413], [2.0158, 0.8227, 0.7781]],
  "lowdin_charge": [0.244, -0.311, 0.115, 0.176, -0.451, 0.155, 0.072]
}